i:
The following is a DFT calculation (the ωB97M-V functional and the def2-TZVPD basis) of a molecular structure, C33H29NO7P2RuS4.

Each line ends with the Löwdin spin population.
Positions of all 77 atoms, in Å:
Ru: 0.268 1.987 -0.449  3.628
S: -1.928 1.723 1.275  0.175
P: -1.395 -0.130 0.798  0.088
C: -0.476 -0.013 -0.709  0.473
P: -0.174 -1.289 -1.895  0.095
S: 0.305 -0.630 -3.678  0.017
C: -1.539 -2.491 -2.088  0.007
C: -2.529 -2.153 -3.008  0.003
C: -3.625 -2.976 -3.193  0.001
C: -3.746 -4.149 -2.461  0.002
C: -2.758 -4.497 -1.554  0.001
C: -1.657 -3.675 -1.369  0.002
C: 1.230 -2.274 -1.260  0.024
C: 2.091 -1.714 -0.323  0.006
C: 3.179 -2.445 0.134  0.000
C: 3.415 -3.722 -0.350  0.001
C: 2.581 -4.262 -1.323  0.001
C: 1.495 -3.536 -1.786  0.005
C: -0.413 -0.941 2.114  0.018
C: -0.003 -0.217 3.227  0.006
C: 0.820 -0.811 4.172  0.001
C: 1.216 -2.132 4.026  0.003
C: 0.780 -2.868 2.933  0.000
C: -0.021 -2.270 1.975  0.004
C: -2.973 -1.054 0.789  0.008
C: -3.950 -0.600 -0.096  0.007
C: -5.229 -1.124 -0.044  0.000
C: -5.546 -2.098 0.895  0.003
C: -4.574 -2.560 1.765  0.000
C: -3.287 -2.041 1.715  0.004
H: -2.415 -1.246 -3.589  0.000
H: -4.394 -2.701 -3.904  0.000
H: -4.608 -4.790 -2.599  0.000
H: -2.843 -5.412 -0.981  0.000
H: -0.882 -3.977 -0.678  0.000
H: 1.902 -0.716 0.057  0.002
H: 3.832 -2.012 0.881  0.000
H: 4.248 -4.304 0.025  0.000
H: 2.775 -5.251 -1.720  0.000
H: 0.845 -3.941 -2.552  0.000
H: -0.316 0.811 3.333  0.001
H: 1.158 -0.235 5.023  0.000
H: 1.868 -2.591 4.759  0.000
H: 1.073 -3.905 2.820  0.000
H: -0.344 -2.834 1.112  0.000
H: -3.691 0.177 -0.806  0.002
H: -5.984 -0.775 -0.737  0.000
H: -6.556 -2.488 0.952  0.000
H: -4.815 -3.324 2.494  0.000
H: -2.534 -2.393 2.408  0.000
O: 3.493 1.468 2.210  0.012
S: 2.518 2.122 1.368  0.008
O: 2.664 1.735 -0.043  0.069
O: 1.122 1.923 1.790  0.070
C: 2.704 3.891 1.704  0.000
C: 3.467 4.177 2.830  0.000
C: 3.448 5.439 3.400  0.000
C: 2.644 6.431 2.859  0.000
C: 1.895 6.162 1.727  0.000
C: 1.918 4.899 1.147  -0.001
S: 0.900 4.744 -0.331  0.007
O: 0.765 6.087 -0.841  0.013
O: 1.636 3.855 -1.232  0.054
O: -0.373 4.139 0.097  0.071
H: 4.061 3.378 3.250  0.000
H: 4.047 5.642 4.279  0.000
H: 2.599 7.416 3.305  0.000
H: 1.278 6.913 1.255  0.000
C: 0.667 3.728 -4.576  0.003
C: 0.662 2.677 -3.496  0.008
N: 1.786 1.945 -3.429  0.010
O: -0.333 2.525 -2.773  0.080
H: 1.232 3.398 -5.447  0.000
H: 1.141 4.616 -4.153  0.000
H: -0.351 3.976 -4.864  0.000
H: 2.601 2.225 -3.943  0.000
H: 1.936 1.358 -2.625  0.005

Calculated values
Kohn-Sham gap (spin up / spin down) ... 7.3 / 7.0 eV
Net charge ... -1
HOMO (spin up / spin down) ... -4.80 / -5.26 eV
⟨S²⟩ ... 8.76
LUMO (spin up / spin down) ... 2.54 / 1.70 eV
2S+1 ... 6



ii:
The following is a DFT calculation (the ωB97M-V functional and the def2-TZVPD basis) of a molecular structure, C33H29NO7P2RuS4.

Each line ends with the Löwdin spin population.
Positions of all 77 atoms, in Å:
Ru: -1.892 0.388 -0.138  3.730
S: -1.156 -0.471 -2.843  0.138
P: 0.526 -0.462 -1.803  0.089
C: 0.102 -0.168 -0.177  0.360
P: 0.658 -0.476 1.405  0.090
S: -0.932 -0.634 2.580  0.113
C: 1.747 0.895 1.912  0.017
C: 2.759 0.736 2.855  0.005
C: 3.531 1.822 3.242  0.001
C: 3.286 3.076 2.699  0.002
C: 2.266 3.244 1.773  0.000
C: 1.502 2.157 1.378  0.006
C: 1.734 -1.950 1.548  0.009
C: 1.345 -3.027 2.332  0.005
C: 2.119 -4.179 2.382  0.000
C: 3.287 -4.265 1.642  0.003
C: 3.687 -3.191 0.857  0.000
C: 2.918 -2.041 0.818  0.004
C: 1.430 -2.028 -1.970  0.009
C: 2.675 -2.157 -2.570  0.005
C: 3.303 -3.397 -2.613  0.000
C: 2.693 -4.504 -2.045  0.004
C: 1.445 -4.378 -1.444  0.000
C: 0.811 -3.149 -1.412  0.008
C: 1.679 0.832 -2.373  0.015
C: 1.381 1.587 -3.500  0.006
C: 2.219 2.623 -3.890  0.001
C: 3.358 2.913 -3.155  0.003
C: 3.659 2.168 -2.021  0.000
C: 2.820 1.138 -1.633  0.005
H: 2.948 -0.238 3.290  0.000
H: 4.320 1.688 3.971  0.000
H: 3.885 3.925 3.005  0.000
H: 2.056 4.219 1.355  0.000
H: 0.707 2.287 0.650  0.001
H: 0.438 -2.939 2.918  0.003
H: 1.808 -5.010 3.004  0.000
H: 3.886 -5.166 1.675  0.000
H: 4.594 -3.251 0.270  0.000
H: 3.242 -1.210 0.203  0.001
H: 3.159 -1.292 -3.006  0.000
H: 4.272 -3.493 -3.086  0.000
H: 3.190 -5.466 -2.067  0.000
H: 0.967 -5.242 -0.999  0.000
H: -0.167 -3.035 -0.955  0.002
H: 0.475 1.366 -4.050  0.002
H: 1.971 3.213 -4.763  0.000
H: 4.004 3.729 -3.454  0.000
H: 4.534 2.402 -1.428  0.000
H: 3.044 0.589 -0.726  0.001
O: -6.062 0.385 -0.588  0.013
S: -4.751 0.920 -0.352  0.008
O: -3.794 0.776 -1.459  0.060
O: -4.089 0.404 0.868  0.050
C: -4.963 2.689 -0.106  0.000
C: -6.277 3.124 -0.206  0.000
C: -6.606 4.466 -0.072  0.000
C: -5.608 5.389 0.163  0.000
C: -4.290 4.965 0.269  0.000
C: -3.944 3.627 0.139  0.000
S: -2.177 3.289 0.335  0.010
O: -1.577 4.560 0.642  0.013
O: -2.083 2.275 1.392  0.070
O: -1.726 2.680 -0.925  0.072
H: -7.041 2.386 -0.396  0.000
H: -7.639 4.777 -0.156  0.000
H: -5.843 6.440 0.269  0.000
H: -3.498 5.673 0.460  0.000
C: -2.317 -4.137 1.020  0.002
C: -2.885 -2.768 0.743  0.008
N: -3.913 -2.364 1.508  0.002
O: -2.433 -2.098 -0.187  0.049
H: -2.875 -4.694 1.772  0.000
H: -1.289 -4.005 1.353  0.000
H: -2.303 -4.699 0.087  0.000
H: -4.102 -2.846 2.368  0.000
H: -4.207 -1.393 1.414  0.000

Calculated values
Kohn-Sham gap (spin up / spin down) ... 6.8 / 7.3 eV
Net charge ... -1
HOMO (spin up / spin down) ... -4.31 / -5.24 eV
⟨S²⟩ ... 8.76
LUMO (spin up / spin down) ... 2.45 / 2.07 eV
2S+1 ... 6



Most stable pick: ii. Distance to second place: 0.0382 hartree.